1.
71
Properties=species:S:1:pos:R:3:forces:R:3:mulliken_charge:R:1 method="wB97M-V/def2-TZVPD" homo_lumo_gap_ev=4.845 de_lowest_kcal_mol=0.0 charge=-2 multiplicity=1 homo_ev=-0.95
Rb 0.585 1.056 0.629 0.01 0.06 0.06 0.8384
Se 1.857 3.744 2.362 -0.04 0.00 -0.01 -0.6698
Se 3.788 2.407 2.349 -0.03 -0.04 -0.06 -0.2968
Te 4.247 1.623 -0.028 0.07 0.02 0.03 -0.1654
Se 3.459 -0.751 -0.211 -0.05 -0.02 -0.01 -0.6829
C 0.506 -2.449 -2.516 0.00 0.00 -0.01 -1.1655
C -0.152 -2.985 -1.246 -0.02 0.00 0.01 1.3282
C 0.815 -3.896 -0.484 0.00 0.01 -0.01 -1.5681
C -1.461 -3.702 -1.527 0.01 -0.01 0.00 0.2408
C -1.459 -4.800 -2.384 0.01 0.00 0.01 -0.4223
C -2.606 -5.531 -2.630 0.00 0.00 0.00 -1.3518
C -3.784 -5.170 -1.991 0.00 0.00 -0.01 -0.9234
C -3.836 -4.089 -1.122 0.00 0.00 0.01 1.1070
C -5.156 -3.781 -0.434 0.01 0.00 0.01 0.3878
C -5.744 -2.414 -0.797 0.00 -0.01 -0.01 -1.3365
C -5.069 -3.947 1.086 0.00 0.01 -0.01 -1.4468
C -2.666 -3.332 -0.900 -0.02 0.00 -0.01 0.4496
N -2.708 -2.261 0.003 -0.02 -0.01 0.01 -0.4074
C -2.606 -1.068 -0.460 -0.03 0.00 -0.01 -0.3583
C -2.577 0.126 0.326 0.03 -0.04 0.02 -0.0292
C -2.527 0.271 1.724 -0.02 0.00 -0.02 -0.8589
C -2.480 1.646 1.956 -0.01 -0.01 0.01 -0.8044
C -2.508 2.262 0.684 0.04 0.00 -0.01 -0.3107
N -2.560 1.350 -0.296 0.01 0.01 -0.01 -0.0504
C -2.475 3.742 0.358 -0.01 0.00 0.00 2.6360
C -3.735 4.102 -0.438 0.00 0.00 0.01 -1.8224
C -1.238 4.071 -0.488 0.00 0.02 0.00 -1.0781
C -2.425 4.573 1.640 0.00 0.00 -0.01 -2.0909
H 1.424 -1.917 -2.257 0.00 0.01 0.00 0.2133
H -0.158 -1.760 -3.044 0.00 -0.01 0.00 0.2279
H 0.764 -3.262 -3.201 0.00 0.00 0.00 0.2535
H -0.364 -2.133 -0.600 0.02 0.00 0.00 0.0190
H 1.094 -4.761 -1.093 0.00 0.00 0.00 0.3071
H 0.359 -4.263 0.438 0.00 0.00 0.00 0.4180
H 1.723 -3.346 -0.228 0.00 0.00 0.00 0.2219
H -0.529 -5.085 -2.865 0.00 0.00 0.00 0.3394
H -2.585 -6.379 -3.305 0.00 0.00 0.00 0.3530
H -4.691 -5.742 -2.168 0.00 0.00 0.00 0.2929
H -5.858 -4.538 -0.804 0.00 0.00 0.00 0.4420
H -5.183 -1.605 -0.335 0.01 0.01 0.00 0.1490
H -6.779 -2.351 -0.447 0.00 0.00 0.00 0.4821
H -5.740 -2.259 -1.878 0.00 0.00 0.00 0.3200
H -4.369 -3.223 1.503 0.00 0.00 0.00 0.2310
H -4.725 -4.950 1.348 0.00 0.00 0.00 0.3270
H -6.051 -3.790 1.541 0.00 0.00 0.00 0.4495
H -2.545 -0.900 -1.546 0.01 0.00 0.01 0.0041
H -2.516 -0.529 2.449 0.00 0.00 0.00 0.4935
H -2.407 2.141 2.913 0.00 0.00 0.00 0.4737
H -3.786 3.503 -1.348 0.00 0.00 0.00 0.3029
H -3.731 5.163 -0.710 0.00 0.00 0.00 0.4330
H -4.633 3.897 0.151 0.00 0.00 0.00 0.3757
H -1.187 3.427 -1.366 -0.01 0.00 0.00 0.0325
H -0.320 3.948 0.093 0.00 -0.01 -0.01 0.1297
H -1.272 5.114 -0.821 0.00 0.00 0.00 0.3947
H -3.298 4.379 2.269 0.00 0.00 0.00 0.3911
H -2.408 5.639 1.395 0.00 0.00 0.00 0.4311
H -1.525 4.345 2.215 0.00 0.00 0.00 0.3218
C 0.303 -0.075 -6.531 0.00 0.00 0.00 -1.5178
C 0.316 0.387 -5.100 -0.01 0.00 0.00 1.2403
C -0.866 0.675 -4.425 0.00 0.01 -0.01 -0.8427
C -0.816 1.047 -3.090 0.00 -0.01 0.02 -0.3539
N 0.325 1.144 -2.406 0.01 -0.01 0.00 0.3768
C 1.459 0.874 -3.049 0.00 0.01 -0.02 -0.3517
C 1.499 0.500 -4.386 0.00 0.00 0.01 -0.5839
H -0.488 0.417 -7.098 0.00 0.00 0.00 0.3583
H 0.123 -1.152 -6.578 0.00 0.00 0.00 0.2615
H 1.257 0.124 -7.018 0.00 0.00 0.00 0.3896
H -1.824 0.600 -4.927 0.00 0.00 0.00 0.3605
H -1.717 1.258 -2.520 0.00 0.02 0.00 0.4393
H 2.370 0.933 -2.462 -0.01 0.00 0.00 -0.1468
H 2.453 0.280 -4.850 0.00 0.00 0.00 0.3922

2.
69
Properties=species:S:1:pos:R:3:forces:R:3:mulliken_spin:R:1 method="wB97M-V/def2-TZVPD" homo_lumo_gap_ev="6.355 / 5.582" charge=+1 multiplicity=2 homo_ev="-9.24 / -8.51"
C -1.120 2.408 -3.475 -0.05 0.23 -0.24 0.0036
C -1.157 1.412 -2.496 -0.04 0.96 0.68 0.0073
N -0.054 1.164 -1.719 0.32 -0.06 -1.78 -0.0735
C 1.121 1.738 -2.092 -0.27 0.39 -0.19 0.0040
C 1.214 2.747 -3.061 0.10 -0.34 0.35 0.0006
C 0.055 3.121 -3.731 0.17 -0.44 -0.03 -0.0073
C -2.460 0.811 -2.043 -1.13 -2.32 -0.20 -0.0123
P -2.304 -0.590 -0.719 0.07 2.78 -1.09 0.0179
V -0.280 0.004 -0.017 2.93 -1.69 2.18 1.0943
P 2.592 -0.249 -0.650 -4.82 -0.52 2.11 -0.0282
C 2.413 1.365 -1.397 0.75 0.07 -0.04 0.0200
C -0.646 -2.004 0.899 0.84 0.77 -0.41 -0.0906
C -1.208 -1.956 2.182 0.16 -0.39 0.29 0.0351
C -1.032 -3.012 3.091 -0.17 -0.17 -0.07 0.0036
C -0.331 -4.160 2.700 0.01 0.16 0.04 -0.0029
C 0.184 -4.248 1.398 -0.03 -0.06 -0.17 0.0007
C 0.011 -3.179 0.495 -0.08 -0.54 0.81 0.0361
O -2.175 -1.654 -5.911 -1.45 2.53 0.10 0.0001
O 0.878 -2.060 -3.925 -1.58 -1.16 -1.02 0.0026
H -2.036 2.679 -4.011 0.35 -0.26 0.24 0.0006
H 2.196 3.219 -3.251 -0.80 -0.31 0.06 -0.0001
H 0.109 3.911 -4.480 -0.24 -0.19 0.22 -0.0008
C -3.455 0.294 0.348 -0.33 -0.53 0.43 0.0070
C -3.109 -2.029 -1.367 -0.68 -0.62 -0.22 -0.0100
H 3.226 1.281 -2.150 -0.26 0.90 0.23 -0.0037
H 2.652 2.095 -0.603 0.08 -0.15 -0.41 -0.0011
H -2.970 0.067 -2.715 0.39 1.63 -0.72 0.0016
H -3.201 1.544 -1.656 0.64 -0.30 -0.68 0.0022
C 3.493 -0.276 0.861 1.26 0.39 -0.81 -0.0034
C 3.143 -1.451 -1.775 0.54 -0.25 -0.36 -0.0154
H -1.740 -1.058 2.516 0.20 -0.24 -0.03 -0.0022
H -1.453 -2.950 4.106 0.23 0.00 -0.55 -0.0001
H -0.189 -4.983 3.416 -0.07 0.43 -0.44 -0.0004
H 0.726 -5.166 1.109 -0.34 0.59 0.06 -0.0003
H 0.410 -3.259 -0.522 -0.02 -0.04 0.26 0.0106
H -0.059 -2.157 -4.280 1.66 0.30 0.88 -0.0003
H 1.251 -2.941 -4.149 -0.18 0.76 0.21 -0.0005
H -1.233 -1.567 -5.844 0.83 0.10 -0.26 0.0000
H -2.484 -0.677 -5.972 0.69 -2.55 0.09 0.0000
H 1.453 -0.829 0.133 -0.94 0.34 -0.33 0.0155
H -4.327 0.378 -0.318 -0.27 0.13 0.79 -0.0015
H -3.630 -0.287 1.260 -0.36 0.36 -0.13 0.0052
H -3.038 1.292 0.569 -0.21 -0.55 0.05 0.0006
H -4.182 -1.802 -1.419 0.13 -0.33 -0.14 -0.0026
H -2.737 -2.320 -2.363 -0.08 0.18 0.40 0.0007
H -2.931 -2.852 -0.662 -0.11 0.16 -0.21 -0.0022
H 4.169 -1.096 -1.923 0.17 -0.63 -0.68 -0.0013
H 3.125 -2.438 -1.301 0.12 0.19 -0.08 -0.0015
H 2.514 -1.453 -2.674 0.37 0.11 0.16 0.0072
H 4.459 -0.113 0.373 0.91 0.04 1.39 0.0002
H 3.161 0.540 1.519 0.26 -0.35 -0.17 0.0099
H 3.395 -1.277 1.316 0.16 0.55 -0.19 -0.0012
C 1.480 1.208 5.364 0.08 0.34 0.66 -0.0130
C 1.591 0.065 4.544 -0.48 0.25 -1.43 0.0156
C 1.112 0.142 3.241 0.23 0.08 0.66 0.0031
C 0.514 1.338 2.776 -0.73 1.91 -0.12 0.0072
C -0.048 1.501 1.481 -0.30 -1.60 -2.42 -0.0898
C -0.697 2.635 0.989 0.85 -0.04 1.36 0.0230
C -0.761 3.789 1.810 0.12 -0.26 0.31 -0.0342
C -0.214 3.689 3.073 -0.02 0.44 0.41 0.0528
C 0.402 2.507 3.610 0.14 -0.76 -0.26 -0.0212
C 0.911 2.398 4.932 0.16 -0.03 0.10 0.0131
H 1.868 1.114 6.385 -0.22 0.28 -0.37 -0.0005
H 2.036 -0.871 4.874 -0.07 0.32 0.22 0.0008
H 1.162 -0.712 2.561 -0.07 0.20 0.26 -0.0060
H -1.130 2.677 -0.012 0.11 -0.06 0.11 0.0245
H -1.233 4.710 1.433 0.30 -0.42 0.44 -0.0020
H -0.249 4.555 3.734 -0.01 -0.14 -0.12 0.0028
H 0.850 3.281 5.586 0.09 -0.57 -0.17 0.0001

3.
90
Properties=species:S:1:pos:R:3:forces:R:3:mulliken_charge:R:1 method="wB97M-V/def2-TZVPD" homo_lumo_gap_ev=9.818 de_lowest_kcal_mol=169.5 multiplicity=1 smiles="O=C1OCCO1.O=C1OCCO1.O=C1OCCO1.O=C1OCCO1.O=C1OCCO1.O=C1OCCO1.O=C1OCCO1.O=C1OCCO1.O=C1OCCO1" homo_ev=-10.20
O -4.799 -2.526 -1.434 0.41 1.63 -0.44 -0.5713
C -4.734 -1.348 -1.705 -1.99 -3.59 -2.60 0.6856
O -5.051 -0.827 -2.933 -0.45 -5.14 -2.49 -0.4130
C -4.886 0.486 -3.137 0.59 2.03 2.45 0.0040
C -4.223 0.813 -1.787 -0.03 0.75 1.21 0.2415
O -4.561 -0.366 -0.959 1.91 4.32 3.14 -0.2390
H -4.219 0.740 -3.961 -0.39 -0.09 -0.22 0.1054
H -5.877 0.939 -3.115 0.07 0.43 -0.82 0.2875
H -4.650 1.682 -1.287 0.02 -0.12 0.03 0.3173
H -3.138 0.924 -1.791 -0.12 -0.20 -0.24 -0.3283
O -1.364 1.610 -3.013 -0.36 0.62 -1.32 -0.5521
C -1.392 2.086 -4.143 1.47 -2.54 5.86 0.6749
O -0.893 3.196 -4.483 1.75 4.43 1.59 -0.2867
C -1.547 3.556 -5.644 1.82 1.13 -3.51 -0.3878
C -1.495 2.193 -6.322 -3.82 1.34 -1.54 -0.3909
O -1.793 1.484 -5.169 -1.25 -5.50 -2.02 -0.2938
H -2.494 4.054 -5.437 -0.13 -0.39 -0.22 0.2924
H -0.882 4.162 -6.259 -0.23 0.80 0.51 0.2998
H -0.684 1.969 -7.015 0.78 -0.35 1.12 0.2861
H -2.394 1.979 -6.902 0.06 0.46 -0.57 0.3151
O 5.926 2.485 1.738 -1.32 0.66 -1.24 -0.5691
C 5.031 2.305 0.944 1.37 -1.18 1.62 0.5446
O 4.581 1.035 0.726 -0.70 1.70 0.61 -0.1576
C 3.600 1.114 -0.309 0.93 -1.26 -1.57 0.1752
C 3.624 2.578 -0.805 -0.52 -1.51 -0.44 -0.1465
O 4.371 3.193 0.184 1.18 1.30 1.45 -0.3717
H 4.140 0.458 -0.992 -1.13 -0.09 -0.95 0.2447
H 2.627 0.683 -0.071 0.33 0.34 0.41 -0.2382
H 2.628 3.012 -0.900 0.14 0.13 0.20 0.3164
H 4.162 2.669 -1.749 -0.13 0.00 -0.11 0.2020
O 2.354 -1.791 -0.093 -0.79 0.39 -0.32 -0.4989
C 1.193 -1.500 -0.195 0.73 -1.66 1.34 0.6024
O 0.694 -0.448 -0.801 0.14 1.64 -0.88 -0.1459
C -0.714 -0.424 -0.743 -1.83 -1.55 0.18 0.0957
C -1.028 -1.569 0.286 -0.63 1.78 -0.94 -0.2811
O 0.200 -2.238 0.361 0.67 -0.36 0.51 -0.3405
H -1.154 0.500 -0.369 0.69 0.23 -0.22 0.0244
H -1.170 -0.651 -1.707 0.42 0.21 -0.27 -0.0523
H -1.817 -2.273 0.022 0.08 0.20 -0.09 0.3839
H -1.320 -0.959 1.142 0.29 -1.04 0.92 0.2202
O 0.714 4.806 2.433 2.27 1.38 -0.37 -0.4404
C -0.308 4.301 2.583 -5.35 -3.38 0.61 0.6464
O -1.232 3.916 1.621 1.52 0.66 -2.71 -0.4082
C -2.286 3.067 2.036 0.06 1.31 0.95 0.3098
C -2.208 3.383 3.506 -2.20 0.76 0.78 -0.3412
O -0.908 3.880 3.741 1.49 -0.50 1.34 -0.3949
H -3.230 3.446 1.644 0.11 -0.04 -0.26 0.2154
H -2.187 2.018 1.756 0.51 0.04 0.07 -0.1299
H -2.752 2.662 4.117 1.84 -1.12 0.53 0.3321
H -2.858 4.194 3.837 -0.24 0.79 -0.94 0.2281
O 4.707 -1.694 -4.592 -4.53 -0.47 -0.44 -0.5711
C 3.463 -1.713 -4.561 3.34 0.57 0.40 0.5662
O 2.740 -1.514 -3.448 1.30 0.38 1.05 -0.1411
C 1.494 -1.048 -3.856 -1.54 -0.10 2.90 0.1611
C 1.243 -1.776 -5.092 -0.71 0.70 0.65 -0.2928
O 2.586 -1.839 -5.587 0.03 -0.38 -1.80 -0.3455
H 0.737 -1.299 -3.113 0.16 -0.21 0.22 -0.2117
H 1.408 0.038 -3.892 0.69 0.22 -0.47 0.1575
H 0.477 -1.087 -5.449 0.47 -0.25 -2.18 0.2990
H 0.731 -2.719 -4.903 0.75 -0.41 -0.37 0.3037
O -3.568 -0.292 2.870 -3.17 1.18 2.27 -0.5151
C -4.543 0.019 3.582 3.39 -2.48 -2.44 0.5562
O -5.509 -0.846 3.982 1.40 1.03 -0.35 -0.3161
C -6.452 -0.072 4.700 -1.97 -1.70 0.16 -0.3389
C -5.970 1.321 4.689 -1.60 2.05 -0.24 -0.3144
O -4.760 1.241 4.049 2.76 0.26 -0.15 -0.1985
H -7.374 -0.225 4.139 -0.33 0.21 0.51 0.2537
H -6.537 -0.441 5.722 -0.09 -0.26 -0.16 0.2771
H -5.994 1.765 5.685 0.79 -0.01 0.02 0.3011
H -6.467 2.031 4.028 -1.13 -0.21 0.31 0.2649
O -1.348 -5.034 4.184 0.53 1.24 -2.35 -0.5929
C -0.326 -4.573 3.693 -1.86 -5.94 1.45 0.6692
O 0.397 -3.802 4.402 2.66 3.54 1.30 -0.3223
C 1.804 -3.870 4.050 -0.77 -0.16 -2.03 -0.2677
C 1.611 -4.478 2.591 1.29 0.05 1.03 0.2634
O 0.421 -5.262 2.715 -0.53 1.73 0.59 -0.3460
H 2.338 -2.921 4.002 -0.71 0.37 0.02 0.2397
H 2.316 -4.429 4.834 -0.16 -0.66 -0.42 0.2872
H 2.504 -5.039 2.315 -0.40 -0.56 -0.01 0.3363
H 1.461 -3.745 1.798 0.04 0.39 0.42 -0.2276
O 8.052 -3.916 2.848 -2.24 2.82 -1.40 -0.6192
C 7.421 -2.953 2.376 1.07 -4.15 1.94 0.5533
O 7.958 -1.938 1.789 3.24 -0.05 -0.53 -0.3336
C 7.040 -0.989 1.497 -0.84 2.96 -2.27 -0.2078
C 5.735 -1.518 1.890 -1.27 0.55 1.45 0.3203
O 6.087 -2.798 2.366 -1.04 -1.39 0.96 -0.3377
H 7.268 -0.065 2.029 0.17 0.06 -0.40 0.2629
H 6.875 -0.838 0.430 1.36 0.45 -0.30 0.2634
H 4.956 -1.526 1.127 0.24 -0.50 0.00 -0.0692
H 5.422 -0.821 2.667 -0.81 -0.73 0.55 0.1608